Entry 1:
{"formula": "C3H12O2S", "method": "the ωB97M-V functional and the def2-TZVPD basis", "species": ["C", "C", "S", "C", "H", "H", "H", "H", "H", "H", "H", "H", "O", "H", "H", "O", "H", "H"], "xyz": [[-0.2467, 2.3377, 0.2058], [-0.8932, 0.9735, -0.3183], [-0.8125, 0.7580, -2.1784], [1.0299, 0.7600, -2.4281], [0.7433, 2.3403, -0.2776], [-0.0327, 2.2268, 1.3077], [-0.9687, 3.1212, -0.0476], [-1.9007, 1.0562, -0.2349], [-0.3139, 0.0221, -0.0324], [1.5127, -0.2529, -2.1951], [1.2091, 0.6824, -3.4976], [1.5170, 1.7153, -2.1927], [1.4059, -2.6872, 3.1190], [1.3138, -2.8896, 4.1388], [2.0667, -3.2876, 2.8118], [-1.7986, -2.2987, 0.9906], [-2.6293, -2.1835, 0.5588], [-1.2020, -2.3940, 0.2702]], "forces_ev_per_a": [[0.1, -2.7, 0.1], [4.6, -0.1, -1.3], [1.4, 0.6, 0.3], [-0.2, -1.5, -1.0], [-0.5, 0.9, 0.1], [-0.6, 0.4, -1.0], [0.7, 0.2, 0.1], [-3.0, -0.7, 1.1], [-1.5, 1.6, 0.6], [-0.5, 1.7, 0.9], [-0.6, 0.3, -0.5], [0.0, -0.7, 0.7], [-1.0, 0.1, 3.4], [0.3, 0.6, -3.2], [0.7, -0.7, -0.2], [0.0, 0.0, 1.1], [-1.0, 0.2, -0.3], [1.0, -0.2, -0.8]], "nbo_charge": [-0.629, -0.475, 0.124, -0.775, 0.209, 0.217, 0.217, 0.204, 0.223, 0.224, 0.232, 0.225, -0.937, 0.472, 0.465, -0.924, 0.462, 0.464], "total_energy_ev": -18234.468, "e_above_lowest_kcal_mol": 37.2, "homo_ev": -8.48, "lumo_ev": 0.76, "smiles": "CCSC.O.O", "charge": 0, "largest_force_ev_per_a": 4.8}

=====

Entry 2:
{"formula": "C3H4F3N3", "method": "the ωB97M-V functional and the def2-TZVPD basis", "species": ["N", "C", "N", "F", "C", "C", "N", "F", "F", "H", "H", "H", "H"], "xyz": [[-3.8779, 1.0671, -0.1569], [-2.9579, 0.3688, -0.1060], [-1.7795, -0.2447, -0.1152], [-1.7521, -1.6114, 0.1678], [-0.6260, 0.4910, 0.4288], [0.6062, -0.2388, -0.2080], [1.8656, 0.4637, -0.0977], [2.3321, 0.1301, 1.1852], [2.8591, -0.1499, -0.8622], [-0.6082, 1.4473, 0.0148], [-0.7176, 0.3521, 1.4457], [0.8059, -1.1265, 0.2685], [0.5511, -0.4165, -1.3301]], "forces_ev_per_a": [[0.0, -0.3, 0.0], [-0.4, -0.2, 0.3], [0.4, 0.8, -1.3], [-0.3, 0.6, 0.4], [1.1, -3.3, -2.7], [0.3, 0.6, -2.1], [1.0, 1.8, 1.0], [-0.3, 0.2, 0.1], [-1.0, -0.3, -0.2], [-0.6, 1.8, -0.1], [0.6, 0.5, 2.5], [-0.2, -2.6, 0.9], [-0.7, 0.3, 1.4]], "nbo_charge": [-0.305, 0.362, -0.078, -0.203, -0.223, -0.295, 0.308, -0.255, -0.230, 0.244, 0.215, 0.216, 0.245], "total_energy_ev": -15791.254, "e_above_lowest_kcal_mol": 150.6, "homo_ev": -10.57, "lumo_ev": 0.36, "smiles": "N#CN(F)CCN(F)F", "charge": 0, "largest_force_ev_per_a": 4.4}

=====

Entry 3:
{"formula": "C46H45N4O5PSSr", "method": "the ωB97M-V functional and the def2-TZVPD basis", "species": ["Sr", "C", "C", "C", "C", "C", "O", "C", "N", "C", "C", "C", "C", "C", "C", "P", "C", "C", "C", "C", "C", "C", "C", "C", "C", "C", "C", "C", "H", "H", "H", "H", "H", "H", "H", "H", "H", "H", "H", "H", "H", "H", "H", "H", "H", "H", "H", "H", "H", "H", "H", "H", "C", "C", "C", "C", "C", "C", "N", "N", "C", "C", "C", "C", "C", "C", "H", "H", "H", "H", "H", "H", "H", "H", "H", "C", "C", "C", "C", "C", "C", "C", "S", "O", "O", "N", "C", "C", "C", "O", "O", "H", "H", "H", "H", "H", "H", "H", "H", "H", "H", "H", "H"], "xyz": [[-0.0124, -0.2125, -0.6107], [3.3516, -2.5155, -2.1175], [2.4447, -1.3773, -1.6225], [2.8224, -1.0490, -0.1695], [2.5529, -0.1700, -2.5756], [3.9977, 0.3335, -2.7662], [3.9545, 1.6985, -2.3139], [2.6861, 1.9611, -1.9313], [1.8381, 1.0219, -2.0861], [2.4994, 3.3219, -1.3704], [3.6520, 4.1084, -1.2922], [3.6183, 5.3818, -0.7556], [2.4211, 5.8879, -0.2828], [1.2706, 5.1200, -0.3610], [1.2727, 3.8350, -0.9014], [-0.3327, 2.9194, -1.0591], [-0.8869, 3.5402, -2.6862], [-0.9193, 4.8953, -3.0155], [-1.3538, 5.3026, -4.2652], [-1.7569, 4.3586, -5.2036], [-1.7244, 3.0100, -4.8894], [-1.2897, 2.6045, -3.6348], [-1.3830, 3.7903, 0.1471], [-2.5626, 4.4345, -0.2052], [-3.3977, 4.9527, 0.7779], [-3.0576, 4.8317, 2.1152], [-1.8823, 4.1832, 2.4760], [-1.0562, 3.6575, 1.4992], [3.1100, -3.4273, -1.5720], [4.4099, -2.2964, -1.9617], [3.1834, -2.7122, -3.1776], [1.4682, -1.8812, -1.7202], [3.8920, -0.8191, -0.1442], [2.6837, -1.9008, 0.4940], [2.3601, -0.1812, 0.3191], [2.1305, -0.4637, -3.5394], [4.3277, 0.3252, -3.8032], [4.7310, -0.1872, -2.1522], [4.5859, 3.7074, -1.6543], [4.5249, 5.9697, -0.7057], [2.3751, 6.8806, 0.1460], [0.3436, 5.5287, 0.0158], [-0.6044, 5.6359, -2.2903], [-1.3788, 6.3565, -4.5109], [-2.0970, 4.6792, -6.1800], [-2.0448, 2.2717, -5.6127], [-1.2820, 1.5501, -3.3862], [-2.8377, 4.5304, -1.2488], [-4.3169, 5.4491, 0.4932], [-3.7126, 5.2298, 2.8796], [-1.6236, 4.0597, 3.5193], [-0.1646, 3.1147, 1.7912], [-4.8150, 1.0900, -3.9242], [-5.0480, 1.9031, -2.8227], [-4.3477, 1.7034, -1.6439], [-3.4029, 0.6859, -1.5797], [-3.1639, -0.1375, -2.6763], [-3.8812, 0.0647, -3.8473], [-2.5780, 0.4806, -0.4280], [-3.1089, 0.7978, 0.6574], [-2.2778, 0.7097, 1.8213], [-2.9792, 0.9744, 2.9987], [-2.3137, 0.9226, 4.2099], [-0.9598, 0.6069, 4.2117], [-0.2921, 0.3558, 3.0145], [-0.9105, 0.3985, 1.7574], [-5.3647, 1.2535, -4.8425], [-5.7779, 2.7005, -2.8852], [-4.5127, 2.3210, -0.7722], [-2.4448, -0.9438, -2.5782], [-3.7118, -0.5817, -4.6992], [-4.0339, 1.2169, 2.9404], [-2.8404, 1.1129, 5.1368], [-0.4229, 0.5383, 5.1513], [0.7625, 0.0976, 3.0863], [2.8431, -9.0770, 4.0383], [2.4731, -7.6334, 3.8403], [1.4113, -7.0614, 4.5309], [1.0652, -5.7311, 4.3368], [1.7925, -4.9643, 3.4428], [2.8617, -5.5136, 2.7452], [3.1949, -6.8391, 2.9478], [1.3191, -3.2876, 3.1344], [2.5075, -2.5638, 2.7661], [0.4953, -2.8685, 4.2283], [0.3999, -3.3193, 1.7895], [-0.8708, -4.0578, 1.7922], [-1.7035, -3.6282, 0.5864], [-0.8189, -3.3691, -0.6362], [0.1815, -4.0852, -0.8100], [-1.1351, -2.3609, -1.3512], [2.2686, -9.5248, 4.8476], [3.9031, -9.1791, 4.2743], [2.6531, -9.6521, 3.1303], [0.8476, -7.6624, 5.2340], [0.2480, -5.2782, 4.8820], [3.4309, -4.8944, 2.0639], [4.0316, -7.2693, 2.4101], [0.9446, -3.5882, 0.9706], [-1.3939, -3.8234, 2.7182], [-0.6737, -5.1332, 1.7589], [-2.2736, -2.7248, 0.8003], [-2.4081, -4.4269, 0.3434]], "forces_ev_per_a": [[-1.1, -0.3, 0.1], [0.0, 0.0, 0.1], [0.3, -0.5, -0.1], [0.4, 0.0, -0.1], [0.2, -0.1, -0.2], [0.0, 0.1, 0.1], [0.0, 0.0, 0.0], [0.1, 0.1, -0.1], [-0.1, -0.2, 0.3], [0.0, 0.0, 0.0], [0.0, 0.0, 0.0], [0.0, 0.0, 0.0], [0.0, 0.0, 0.0], [0.0, -0.1, 0.0], [0.0, 0.0, -0.1], [0.2, 0.0, 0.1], [0.0, -0.1, -0.1], [0.0, 0.0, 0.0], [0.0, 0.0, 0.0], [0.0, 0.0, 0.0], [0.0, 0.0, 0.0], [0.0, 0.0, 0.1], [0.0, -0.1, 0.0], [0.0, 0.1, 0.0], [0.0, 0.0, 0.0], [0.0, 0.0, 0.0], [0.0, 0.0, 0.0], [0.0, 0.0, 0.0], [0.0, 0.0, 0.0], [0.0, 0.0, 0.0], [0.0, 0.0, 0.0], [-0.1, 0.4, 0.1], [0.0, 0.0, 0.1], [-0.1, 0.0, 0.0], [-0.1, 0.0, -0.2], [-0.1, 0.0, 0.0], [0.0, 0.0, 0.0], [0.0, 0.0, 0.0], [0.0, 0.0, 0.0], [0.0, 0.0, 0.0], [0.0, 0.0, 0.0], [0.0, 0.0, 0.0], [0.0, 0.0, 0.0], [0.0, 0.0, 0.0], [0.0, 0.0, 0.0], [0.0, 0.0, 0.0], [0.0, 0.0, 0.0], [0.0, 0.0, 0.0], [0.0, 0.0, 0.0], [0.0, 0.0, 0.0], [0.0, 0.0, 0.0], [0.0, 0.0, 0.0], [0.0, 0.0, -0.1], [0.0, 0.0, 0.0], [0.0, 0.0, 0.0], [0.0, -0.1, 0.1], [-0.1, 0.1, 0.0], [0.0, 0.0, 0.0], [-0.2, 0.2, 0.4], [0.3, 0.0, -0.3], [-0.3, -0.1, -0.2], [0.0, 0.0, 0.0], [0.0, 0.0, 0.0], [0.0, 0.0, 0.0], [0.0, 0.0, 0.1], [0.2, -0.1, 0.0], [0.0, 0.0, 0.0], [0.0, 0.0, 0.0], [0.0, 0.0, 0.0], [0.0, -0.1, 0.0], [0.0, 0.0, 0.0], [0.0, 0.0, 0.0], [0.0, 0.0, 0.0], [0.0, 0.0, 0.0], [0.0, 0.0, 0.0], [0.0, 0.0, 0.0], [0.0, 0.0, 0.0], [0.0, 0.0, 0.0], [0.0, 0.0, 0.0], [0.0, 0.0, 0.0], [0.0, 0.0, 0.0], [0.0, 0.0, 0.0], [0.0, 0.0, 0.0], [0.0, 0.0, 0.0], [0.0, 0.0, 0.0], [0.0, 0.1, 0.1], [0.0, 0.0, 0.0], [0.0, -0.1, 0.0], [0.1, 0.2, -0.1], [0.0, 0.0, 0.0], [0.3, 0.3, 0.1], [0.0, 0.0, 0.0], [0.0, 0.0, 0.0], [0.0, 0.0, 0.0], [0.0, 0.0, 0.0], [0.0, 0.0, 0.0], [0.0, 0.0, 0.0], [0.0, 0.0, 0.0], [0.0, 0.0, 0.0], [0.0, 0.0, 0.0], [0.0, 0.0, 0.0], [0.0, 0.0, 0.0], [0.0, 0.1, 0.0]], "lowdin_charge": [1.312, -0.049, -0.426, -0.074, -0.273, -0.066, 0.001, -0.312, 0.040, -0.117, -0.011, -0.061, -0.057, -0.086, -0.259, 1.078, -0.359, -0.091, -0.075, -0.079, -0.074, -0.096, -0.392, -0.099, -0.079, -0.077, -0.072, -0.112, 0.088, 0.079, 0.093, 0.084, 0.098, 0.063, 0.059, 0.152, 0.134, 0.117, 0.117, 0.108, 0.110, 0.102, 0.104, 0.104, 0.103, 0.105, 0.082, 0.098, 0.103, 0.103, 0.109, 0.106, -0.096, -0.077, -0.031, -0.265, -0.047, -0.085, -0.042, 0.095, -0.345, -0.059, -0.104, -0.093, -0.169, -0.201, 0.101, 0.103, 0.098, 0.086, 0.106, 0.104, 0.096, 0.100, 0.076, -0.050, -0.268, -0.031, -0.049, -0.281, -0.049, -0.034, 0.614, -0.306, -0.283, -0.128, -0.203, -0.084, -0.693, -0.014, -0.203, 0.074, 0.082, 0.084, 0.113, 0.115, 0.113, 0.117, 0.083, 0.120, 0.120, 0.109, 0.124], "total_energy_ev": -85591.610, "e_above_lowest_kcal_mol": 0.0, "homo_ev": -7.56, "lumo_ev": -0.17, "charge": 0, "largest_force_ev_per_a": 1.1}

=====

Entry 4:
{"formula": "C11H20S", "method": "the ωB97M-V functional and the def2-TZVPD basis", "species": ["C", "C", "C", "C", "C", "C", "C", "C", "S", "C", "C", "C", "H", "H", "H", "H", "H", "H", "H", "H", "H", "H", "H", "H", "H", "H", "H", "H", "H", "H", "H", "H"], "xyz": [[1.8857, 3.0138, -0.0570], [1.5581, 1.5735, -0.4544], [0.6316, 0.8476, 0.5575], [1.3243, -0.1206, 1.4052], [1.8921, -1.3397, 0.6897], [1.1304, -1.9901, -0.1414], [1.6352, -3.2802, -0.6774], [-0.1468, -1.5420, -0.7293], [-0.8035, -0.0385, -0.2883], [-2.5107, 0.0496, -0.4436], [-3.0206, 1.4425, -0.6354], [-3.3812, -0.8320, 0.5295], [2.1538, 3.0902, 0.9280], [0.8994, 3.4009, -0.0751], [2.5377, 3.6090, -0.7139], [2.5090, 1.0044, -0.6783], [1.1963, 1.5099, -1.4319], [0.0575, 1.5750, 1.1515], [0.5914, -0.4195, 2.2266], [2.1150, 0.4895, 1.9177], [2.8906, -1.5668, 1.0284], [1.0736, -4.2058, -0.5284], [2.6173, -3.5763, -0.2126], [1.6864, -3.1129, -1.7949], [-0.8462, -2.3458, -0.7814], [-0.6732, 0.7047, -1.4366], [-3.3429, 1.8420, 0.3255], [-2.2980, 2.0637, -1.3650], [-3.9322, 1.3427, -1.1320], [-4.4489, -0.8088, 0.4214], [-3.0845, -0.5307, 1.5320], [-3.0240, -1.9028, 0.2912]], "forces_ev_per_a": [[-1.3, -0.7, -2.2], [2.3, -1.2, 0.6], [-0.5, 1.2, -1.3], [0.7, -0.4, 2.2], [0.5, 2.7, 2.4], [-1.1, -1.0, -1.0], [1.3, -0.8, -1.4], [0.7, -0.1, 1.9], [-0.2, -0.4, -3.1], [-0.5, -0.9, 1.3], [2.2, 0.5, -0.9], [3.1, -1.1, -1.1], [1.2, 0.1, 2.5], [-0.9, 1.4, -0.1], [-0.2, -0.6, 0.2], [-0.8, 0.1, 1.1], [-1.4, 0.5, -1.7], [0.3, 0.1, 0.0], [0.8, 0.0, -0.7], [-0.4, -0.8, -0.2], [0.0, -0.7, -0.3], [-0.8, 0.5, 0.1], [-0.6, 0.7, -0.8], [0.4, -0.6, 1.0], [-0.8, -0.1, -0.6], [0.1, 0.5, 0.5], [0.6, 1.0, 0.1], [-1.6, -0.9, 2.1], [-1.6, -0.1, -1.3], [-0.4, 0.4, -0.4], [-0.5, -0.4, 0.4], [-0.8, 1.4, 0.9]], "nbo_charge": [-0.598, -0.418, -0.376, -0.445, -0.292, 0.005, -0.628, -0.746, 1.133, -0.394, -0.648, -0.655, 0.202, 0.198, 0.219, 0.219, 0.207, 0.219, 0.203, 0.216, 0.207, 0.216, 0.214, 0.218, 0.233, 0.018, 0.197, 0.206, 0.222, 0.226, 0.203, 0.220], "total_energy_ev": -22559.557, "e_above_lowest_kcal_mol": 150.7, "homo_ev": -6.95, "lumo_ev": 0.44, "smiles": "CC[C@@H]1CC=C(C)C=[S@H]1=C(C)C", "charge": 0, "largest_force_ev_per_a": 3.7}

=====

Entry 5:
{"formula": "C7H17BO2", "method": "the ωB97M-V functional and the def2-TZVPD basis", "species": ["C", "C", "C", "C", "O", "C", "C", "B", "C", "O", "H", "H", "H", "H", "H", "H", "H", "H", "H", "H", "H", "H", "H", "H", "H", "H", "H"], "xyz": [[-3.1923, 1.3605, 0.4968], [-2.0522, 0.3590, 0.8700], [-1.2895, 0.2269, -0.4539], [0.2059, -0.5944, -0.2816], [-0.0720, -1.9472, 0.1719], [0.8386, -0.7102, -1.6978], [2.1350, -1.5313, -1.7229], [1.0026, 0.0304, 1.0018], [1.8685, 1.4021, 0.8507], [1.0594, -0.7104, 2.1048], [-2.9865, 2.0492, -0.2271], [-3.5035, 1.8800, 1.3511], [-4.1979, 0.7742, 0.2863], [-2.3006, -0.6000, 1.1973], [-1.4681, 0.8678, 1.7286], [-0.9388, 1.1466, -0.9918], [-1.7678, -0.2964, -1.1831], [0.3947, -2.2967, 0.9201], [0.7915, 0.2787, -2.0367], [0.2244, -1.2653, -2.2971], [2.3831, -1.7160, -2.6685], [2.8926, -0.8540, -1.2454], [1.9743, -2.5666, -1.2515], [1.2893, 2.2039, 0.6939], [2.5783, 1.2772, -0.0868], [2.4135, 1.7879, 1.7620], [1.7177, -0.5559, 2.7089]], "forces_ev_per_a": [[-3.0, -4.5, 2.2], [1.2, 3.8, -1.3], [5.5, 0.2, 2.1], [-1.7, -0.4, 1.5], [-1.7, -0.3, -1.7], [0.7, -0.7, 3.2], [-0.8, 1.3, 4.4], [1.2, 2.0, -2.5], [3.0, -3.1, 0.2], [-2.4, -1.8, -1.2], [0.8, 1.5, -2.1], [-0.3, 1.1, 1.4], [2.0, 1.1, -0.3], [-0.9, -1.4, 0.5], [-0.4, -0.9, -1.5], [-0.6, -0.2, 1.0], [-1.9, -1.8, -1.8], [0.6, 0.6, 0.6], [1.0, 1.5, -1.1], [-2.4, -1.2, -1.4], [1.3, -0.6, -4.0], [0.0, -1.3, -0.2], [0.3, 1.8, -0.2], [-2.6, 2.9, -1.3], [-1.2, 0.4, 2.0], [0.0, -1.0, -0.8], [2.3, 1.0, 2.3]], "nbo_charge": [-0.595, -0.410, -0.376, -0.031, -0.778, -0.411, -0.596, 0.988, -0.999, -0.886, 0.203, 0.203, 0.199, 0.225, 0.188, 0.191, 0.203, 0.486, 0.200, 0.201, 0.199, 0.192, 0.221, 0.231, 0.237, 0.218, 0.496], "total_energy_ev": -12305.124, "e_above_lowest_kcal_mol": 27.0, "homo_ev": -9.09, "lumo_ev": 0.48, "smiles": "CCC[C@@](O)(CC)B(C)O", "charge": 0, "largest_force_ev_per_a": 5.9}

=====

Entry 6:
{"formula": "C6H5NO", "method": "the ωB97M-V functional and the def2-TZVPD basis", "species": ["O", "C", "C", "C", "C", "N", "C", "C", "H", "H", "H", "H", "H"], "xyz": [[-2.9309, -0.4741, -0.1958], [-2.0537, 0.2560, 0.0147], [-0.7265, 0.0811, 0.0003], [0.1899, 1.1272, -0.0585], [1.5455, 0.9017, -0.1405], [2.1189, -0.3684, -0.1343], [1.1353, -1.3869, -0.0191], [-0.1131, -1.1621, -0.0289], [-2.3479, 1.4289, 0.2736], [-0.0864, 2.2656, 0.0058], [2.4147, 1.6396, 0.0674], [1.7988, -2.4414, 0.0791], [-0.9446, -1.8672, 0.1360]], "forces_ev_per_a": [[-2.6, -3.3, -0.7], [-4.0, 6.8, 1.4], [7.8, 0.4, -0.9], [-1.1, 3.5, 0.3], [4.1, -2.2, 1.2], [-3.8, 0.9, 0.4], [10.7, -2.1, -0.4], [-8.0, -0.9, 1.0], [0.6, -2.0, -0.4], [0.0, -2.4, -0.1], [-2.1, -0.6, -1.0], [-2.8, 2.6, -0.3], [1.1, -0.8, -0.4]], "nbo_charge": [-0.479, 0.439, -0.171, -0.181, -0.012, -0.353, 0.001, -0.226, 0.063, 0.232, 0.223, 0.224, 0.240], "total_energy_ev": -9837.654, "e_above_lowest_kcal_mol": 35.8, "homo_ev": -10.28, "lumo_ev": -0.94, "smiles": "O=Cc1ccncc1", "charge": 0, "largest_force_ev_per_a": 11.0}